{"formula": "C3H4N2O", "method": "ωB97M-V with the def2-TZVPD basis set", "symbols": ["O", "C", "N", "N", "C", "C", "H", "H", "H", "H"], "positions_angstrom": [[-1.137, 0.857, -1.976], [-0.124, 0.078, -0.514], [0.397, 0.919, 0.263], [1.102, 0.226, 1.221], [1.042, -1.078, 1.234], [-0.679, -0.477, -1.577], [-0.419, 1.232, -2.501], [1.575, 0.854, 1.863], [1.656, -1.437, 2.080], [-1.350, -1.325, -1.629]], "atomic_forces_ev_per_a": [[-0.1, 0.1, -0.8], [0.3, -0.3, 0.4], [-0.3, -0.4, 0.0], [0.2, -0.3, 0.1], [0.2, 0.5, 0.2], [-0.4, 0.3, 0.6], [-0.2, 0.0, -0.3], [0.1, -0.1, 0.1], [-0.1, 0.0, -0.2], [0.3, 0.2, -0.2]], "spin_multiplicity": 1, "lumo_energy_ev": 0.05, "energy_ev": -8196.0152, "charge": 0, "orbital_gap_ev": 8.12}

***

{"formula": "C34H53N7O3", "method": "ωB97M-V with the def2-TZVPD basis set", "symbols": ["N", "C", "C", "C", "C", "H", "H", "H", "H", "H", "N", "C", "C", "C", "C", "H", "H", "H", "H", "H", "N", "C", "C", "C", "C", "H", "H", "H", "H", "H", "N", "C", "C", "C", "C", "H", "H", "H", "H", "H", "N", "C", "C", "C", "C", "H", "H", "H", "H", "H", "N", "C", "C", "C", "C", "H", "H", "H", "H", "H", "N", "C", "C", "C", "C", "H", "H", "H", "H", "H", "C", "C", "O", "H", "H", "H", "H", "H", "H", "C", "C", "O", "H", "H", "H", "H", "H", "H", "C", "C", "O", "H", "H", "H", "H", "H", "H"], "positions_angstrom": [[25.102, -14.257, -1.877], [25.581, -13.029, -2.137], [24.515, -12.127, -2.007], [23.400, -12.827, -1.570], [23.781, -14.149, -1.458], [25.651, -15.087, -2.050], [26.539, -12.782, -2.571], [24.628, -11.068, -2.188], [22.394, -12.523, -1.318], [23.067, -14.955, -1.379], [19.530, -12.314, -8.536], [20.775, -11.873, -8.778], [20.835, -10.497, -8.653], [19.591, -10.059, -8.288], [18.755, -11.175, -8.406], [19.156, -13.252, -8.524], [21.560, -12.597, -8.935], [21.636, -9.808, -8.876], [19.197, -9.056, -8.224], [17.685, -11.240, -8.275], [25.540, -8.908, -4.280], [26.261, -7.724, -4.312], [25.311, -6.688, -4.382], [23.985, -7.315, -4.451], [24.192, -8.685, -4.203], [26.033, -9.789, -4.252], [27.331, -7.621, -4.202], [25.506, -5.631, -4.488], [23.072, -6.785, -4.677], [23.533, -9.541, -4.178], [27.694, -13.802, -5.453], [26.343, -13.692, -5.557], [25.909, -14.699, -6.344], [27.009, -15.312, -6.937], [28.132, -14.771, -6.329], [28.286, -13.209, -4.888], [25.759, -12.993, -4.976], [24.882, -14.968, -6.546], [27.022, -16.004, -7.766], [29.203, -14.740, -6.463], [18.114, -15.300, -2.819], [19.227, -14.750, -3.330], [20.298, -15.487, -2.963], [19.863, -16.607, -2.211], [18.507, -16.468, -2.138], [17.193, -14.931, -3.010], [19.221, -13.835, -3.904], [21.322, -15.264, -3.226], [20.463, -17.364, -1.728], [17.801, -17.079, -1.596], [18.034, -10.646, -4.311], [17.440, -10.732, -3.065], [16.158, -10.187, -3.156], [15.960, -9.820, -4.507], [17.149, -10.034, -5.120], [18.932, -11.033, -4.563], [18.040, -11.254, -2.335], [15.419, -10.048, -2.381], [15.078, -9.384, -4.952], [17.398, -9.827, -6.151], [19.515, -6.239, -7.410], [20.792, -6.526, -7.486], [21.113, -7.509, -6.589], [19.931, -7.739, -5.889], [18.989, -6.913, -6.359], [19.053, -5.517, -7.945], [21.407, -6.052, -8.237], [22.083, -7.962, -6.449], [19.799, -8.471, -5.106], [17.963, -6.804, -6.040], [22.303, -12.847, -5.043], [21.255, -11.846, -4.768], [20.074, -12.144, -5.455], [22.654, -12.830, -6.075], [21.822, -13.816, -4.914], [23.118, -12.780, -4.322], [21.449, -10.791, -4.959], [20.946, -11.952, -3.728], [20.201, -11.808, -6.345], [25.409, -11.958, -8.580], [25.142, -11.473, -10.002], [23.852, -11.031, -10.032], [26.334, -12.535, -8.571], [24.582, -12.508, -8.129], [25.516, -11.149, -7.858], [25.310, -12.261, -10.736], [25.881, -10.683, -10.138], [23.882, -10.135, -9.689], [20.314, -16.477, -6.975], [19.200, -15.400, -6.878], [18.823, -14.915, -8.115], [21.119, -16.125, -7.620], [19.941, -17.328, -7.544], [20.788, -16.774, -6.040], [19.528, -14.592, -6.223], [18.362, -15.758, -6.280], [18.518, -15.690, -8.593]], "atomic_forces_ev_per_a": [[-0.5, -0.4, 0.5], [-1.3, 1.8, -0.7], [1.8, 0.5, -0.1], [-0.3, -1.2, 0.6], [-0.2, -0.1, -0.9], [-0.3, 0.0, 0.2], [0.2, -0.4, 0.3], [-0.1, 0.0, 0.1], [0.1, 0.3, -0.1], [0.6, -0.4, 0.3], [-1.4, 2.2, -0.6], [2.1, -0.6, 0.1], [1.7, -0.3, -0.1], [-3.2, -0.6, -1.2], [-0.3, 0.1, 1.6], [0.3, -0.2, -0.1], [0.1, 0.2, -0.2], [0.3, -0.5, 0.2], [0.3, 0.0, 0.2], [0.1, -0.1, 0.1], [1.2, 1.0, 0.9], [-2.3, 1.0, 0.0], [-0.5, -1.9, -0.7], [1.8, -0.3, 1.0], [0.3, 1.1, -1.7], [-0.2, -0.4, 0.2], [-0.1, -0.5, -0.2], [0.1, -0.1, 0.1], [-0.1, -0.2, 0.4], [-0.1, 0.2, -0.1], [-0.5, -0.2, -0.9], [-0.1, 0.1, 1.6], [-1.5, -0.2, -1.1], [1.8, -0.5, -0.1], [0.0, 1.1, 0.4], [0.2, 0.3, 0.1], [0.2, 0.0, 0.1], [-0.1, 0.3, -0.1], [-0.1, -0.2, 0.2], [-0.1, -0.8, -0.4], [-0.1, -1.4, 0.7], [0.5, 1.2, -0.6], [1.6, -0.4, -0.2], [-0.5, 0.6, -0.1], [-1.2, 0.2, 0.2], [0.1, -0.4, 0.3], [-0.2, 0.0, 0.0], [0.0, 0.1, 0.0], [-0.1, 0.0, -0.1], [-0.1, 0.1, -0.2], [-1.2, 0.7, 1.5], [0.1, -0.1, -0.5], [0.5, -0.7, 0.5], [0.0, 0.6, 0.6], [0.4, -0.2, -2.5], [0.0, -0.1, -0.4], [-0.5, 0.3, 0.5], [0.2, -0.3, 0.2], [0.1, 0.1, 0.1], [0.1, -0.1, 0.0], [-2.2, 1.6, 0.1], [3.3, -0.5, -1.5], [0.7, 0.4, -0.4], [0.5, -1.4, 1.7], [-2.3, 0.0, 0.1], [0.1, -0.2, 0.2], [0.1, -0.1, 0.0], [-0.1, 0.0, 0.0], [-0.1, 0.1, 0.1], [0.0, 0.0, -0.2], [0.6, -0.7, -0.3], [-0.5, 0.6, 1.2], [-1.0, -0.3, -0.8], [0.2, 0.2, 0.0], [0.1, -0.2, 0.1], [0.2, 0.0, -0.2], [0.8, 0.1, 0.1], [0.3, 0.3, 0.4], [-0.3, 0.0, -0.6], [0.5, -0.4, 0.2], [1.7, -0.9, 1.9], [-1.9, 1.2, -1.0], [0.0, -0.2, 0.4], [0.0, -0.5, -0.5], [0.3, 0.4, -0.3], [-0.2, 0.0, -0.1], [0.0, 0.2, -0.7], [-0.4, 0.1, 0.1], [-0.3, 0.6, -0.8], [1.4, -0.8, 2.6], [-0.5, -0.2, -0.9], [0.1, 0.4, 0.1], [-0.2, -0.4, 0.4], [-0.5, 0.0, 0.1], [0.4, 0.4, -0.6], [-0.4, -0.5, -0.3], [-0.1, 0.1, -0.5]], "spin_multiplicity": 2, "lumo_energy_ev": [2.01, 1.97], "energy_ev": -52686.1039, "charge": -1, "s2": 0.75, "orbital_gap_ev": [1.57, 7.40]}

***

{"formula": "C17H18CuF6N5O2PS", "method": "ωB97M-V with the def2-TZVPD basis set", "symbols": ["Cu", "O", "C", "C", "C", "C", "C", "C", "C", "O", "N", "N", "C", "C", "C", "C", "C", "C", "N", "H", "H", "H", "H", "H", "H", "H", "H", "H", "H", "F", "P", "F", "F", "F", "F", "F", "C", "N", "C", "C", "N", "C", "S", "H", "H", "H", "H", "H", "H", "H", "H"], "positions_angstrom": [[1.095, 0.136, -0.775], [0.279, -2.343, 3.907], [-0.889, -1.731, 3.671], [-1.860, -1.797, 4.673], [-3.095, -1.212, 4.494], [-3.402, -0.543, 3.309], [-2.441, -0.456, 2.326], [-1.175, -1.028, 2.485], [-0.190, -0.849, 1.407], [-0.426, 0.001, 0.488], [0.922, -1.599, 1.473], [1.708, -1.311, 0.422], [2.814, -1.877, 0.150], [3.453, -1.398, -1.084], [4.611, -1.938, -1.609], [5.089, -1.445, -2.816], [4.399, -0.437, -3.463], [3.248, 0.065, -2.871], [2.802, -0.396, -1.711], [0.826, -2.268, 3.090], [-1.615, -2.330, 5.582], [-3.837, -1.286, 5.279], [-4.383, -0.111, 3.159], [-2.650, 0.035, 1.386], [3.238, -2.670, 0.758], [5.118, -2.739, -1.088], [5.990, -1.857, -3.251], [4.732, -0.042, -4.411], [2.657, 0.847, -3.329], [-0.168, -1.739, -1.876], [-0.684, -1.120, -3.297], [-1.973, -0.516, -2.526], [0.138, 0.302, -2.858], [-1.125, -0.388, -4.642], [0.680, -1.624, -3.984], [-1.456, -2.453, -3.660], [-0.542, 3.218, 1.763], [-1.137, 2.997, 0.467], [-2.591, 2.880, 0.310], [-2.732, 2.164, -1.043], [-1.383, 2.292, -1.585], [-0.502, 2.596, -0.629], [1.200, 2.500, -0.822], [-0.945, 4.129, 2.207], [0.533, 3.315, 1.649], [-0.761, 2.371, 2.419], [-3.045, 3.872, 0.309], [-3.005, 2.308, 1.140], [-3.461, 2.644, -1.692], [-2.988, 1.109, -0.940], [-1.072, 1.721, -2.360]], "atomic_forces_ev_per_a": [[0.0, 0.0, 0.2], [0.0, 0.0, 0.0], [-0.1, 0.0, 0.0], [0.0, 0.0, 0.0], [0.0, 0.0, 0.0], [0.0, 0.0, 0.0], [0.0, 0.0, 0.0], [0.0, 0.0, 0.1], [0.1, 0.0, -0.1], [0.1, 0.0, 0.0], [-0.1, 0.0, 0.0], [-0.1, 0.0, 0.0], [0.0, 0.0, 0.0], [0.0, 0.0, 0.0], [0.0, 0.0, 0.0], [0.0, 0.0, 0.0], [0.0, 0.0, 0.0], [0.0, 0.0, 0.0], [0.0, 0.0, -0.1], [0.0, 0.0, 0.0], [0.0, 0.0, 0.0], [0.0, 0.0, 0.0], [0.0, 0.0, 0.0], [0.0, 0.0, 0.0], [0.0, 0.0, 0.0], [0.0, 0.0, 0.0], [0.0, 0.0, 0.0], [0.0, 0.0, 0.0], [0.0, 0.0, 0.0], [0.0, -0.1, 0.0], [0.1, 0.1, 0.0], [0.0, 0.0, 0.0], [0.0, -0.1, -0.1], [-0.1, 0.0, -0.1], [-0.1, 0.0, 0.0], [0.0, 0.0, 0.0], [0.0, 0.0, 0.0], [0.0, 0.0, 0.1], [0.1, 0.0, 0.0], [0.0, 0.0, 0.1], [0.1, -0.1, -0.1], [-0.2, 0.1, -0.1], [0.0, 0.0, 0.0], [0.0, 0.0, 0.0], [0.0, 0.0, 0.0], [0.0, 0.0, 0.0], [0.0, 0.0, 0.0], [0.0, 0.0, 0.0], [0.0, 0.0, 0.0], [0.0, 0.0, 0.0], [0.0, 0.0, 0.0]], "spin_multiplicity": 2, "lumo_energy_ev": [-1.03, -1.08], "energy_ev": -110543.2956, "charge": 0, "s2": 0.75, "orbital_gap_ev": [7.52, 7.47]}

***

{"formula": "C22H26N2O3", "method": "ωB97M-V with the def2-TZVPD basis set", "symbols": ["C", "O", "C", "C", "C", "C", "O", "C", "C", "C", "C", "N", "C", "O", "C", "C", "C", "C", "N", "C", "C", "C", "C", "C", "C", "C", "C", "H", "H", "H", "H", "H", "H", "H", "H", "H", "H", "H", "H", "H", "H", "H", "H", "H", "H", "H", "H", "H", "H", "H", "H", "H", "H"], "positions_angstrom": [[-0.263, -0.412, 4.882], [0.062, 0.205, 3.662], [0.681, -0.543, 2.700], [0.933, -1.901, 2.788], [1.535, -2.562, 1.725], [1.883, -1.880, 0.574], [2.455, -2.461, -0.531], [2.781, -3.826, -0.474], [1.652, -0.493, 0.485], [2.084, 0.201, -0.778], [2.186, 1.724, -0.712], [0.912, 2.381, -0.890], [0.398, 3.280, -0.024], [0.961, 3.612, 1.000], [-0.946, 3.841, -0.457], [-2.104, 2.939, 0.006], [-1.946, 1.515, -0.416], [-1.870, 0.437, 0.417], [-1.699, -0.719, -0.291], [-1.634, -2.043, 0.253], [-1.655, -0.404, -1.617], [-1.481, -1.222, -2.728], [-1.476, -0.627, -3.970], [-1.653, 0.752, -4.113], [-1.827, 1.569, -3.019], [-1.818, 1.000, -1.744], [1.057, 0.152, 1.546], [-0.696, 0.371, 5.502], [0.625, -0.817, 5.379], [-0.998, -1.214, 4.748], [0.674, -2.469, 3.667], [1.720, -3.621, 1.821], [3.247, -4.057, -1.431], [3.490, -4.040, 0.333], [1.891, -4.452, -0.348], [1.395, -0.077, -1.583], [3.061, -0.203, -1.055], [2.866, 2.062, -1.505], [2.587, 2.053, 0.249], [0.367, 2.105, -1.693], [-1.063, 4.826, -0.002], [-0.963, 3.950, -1.541], [-2.161, 2.971, 1.095], [-3.037, 3.347, -0.396], [-1.923, 0.417, 1.489], [-2.532, -2.613, -0.001], [-0.761, -2.569, -0.137], [-1.543, -1.982, 1.336], [-1.355, -2.290, -2.621], [-1.339, -1.234, -4.853], [-1.656, 1.179, -5.106], [-1.979, 2.631, -3.150], [0.871, 1.212, 1.528]], "atomic_forces_ev_per_a": [[-0.1, -0.1, 0.2], [0.1, 0.2, -0.3], [0.1, -0.1, -0.1], [-0.2, 0.3, 0.3], [0.2, -0.1, -0.3], [-0.1, -0.1, 0.1], [-0.1, 0.4, 0.1], [0.0, -0.2, 0.0], [0.1, -0.2, -0.1], [0.1, 0.2, 0.1], [0.2, -0.1, 0.0], [0.2, -0.2, -0.2], [-0.3, 0.2, -0.6], [0.1, 0.1, 0.5], [0.0, 0.0, 0.3], [0.1, 0.0, -0.1], [-0.3, -0.1, 0.4], [-0.1, 0.4, -0.1], [0.0, 0.0, 0.0], [-0.1, -0.4, 0.0], [0.0, 0.4, -0.3], [0.0, -0.2, 0.1], [0.0, -0.1, 0.0], [0.0, 0.1, -0.2], [0.0, 0.0, 0.1], [-0.1, -0.4, 0.0], [0.0, -0.2, 0.2], [0.0, -0.1, 0.0], [0.0, 0.0, 0.0], [0.0, 0.0, 0.0], [0.0, 0.0, 0.1], [0.0, -0.1, 0.0], [0.0, 0.0, 0.1], [0.0, 0.0, 0.0], [0.0, 0.0, 0.0], [0.1, -0.1, -0.1], [-0.1, 0.0, -0.1], [0.0, 0.0, 0.2], [0.0, 0.0, -0.1], [0.0, 0.1, 0.1], [0.1, 0.0, -0.1], [0.0, 0.0, 0.0], [-0.1, 0.1, 0.0], [0.0, 0.0, 0.1], [0.0, 0.0, 0.3], [0.0, 0.0, 0.0], [0.0, 0.0, 0.1], [0.0, 0.0, 0.0], [0.0, -0.1, 0.0], [0.0, -0.1, -0.1], [0.0, 0.0, -0.1], [0.0, 0.1, 0.0], [0.0, 0.2, 0.0]], "spin_multiplicity": 1, "lumo_energy_ev": 0.64, "energy_ev": -32359.2252, "charge": 0, "orbital_gap_ev": 8.39}

***

{"formula": "C3H4F3N", "method": "ωB97M-V with the def2-TZVPD basis set", "symbols": ["C", "C", "F", "F", "H", "H", "C", "N", "F", "H", "H"], "positions_angstrom": [[0.776, 0.175, 0.685], [2.057, -0.016, 0.433], [2.963, 0.766, -0.082], [2.709, -1.037, 0.838], [0.165, 1.028, 0.445], [0.246, -0.700, 1.000], [-2.041, 0.330, -0.597], [-1.639, -0.739, -0.029], [-0.992, -1.516, -1.046], [-1.976, 0.414, -1.634], [-2.268, 1.296, -0.013]], "atomic_forces_ev_per_a": [[0.5, 0.0, -0.4], [-0.9, 1.3, 0.5], [0.0, 1.6, -0.8], [0.7, -2.7, 0.7], [0.6, 0.2, -0.2], [0.1, -0.1, 0.5], [0.2, 0.7, 2.2], [-0.3, 1.0, -0.8], [-0.9, 0.0, 0.4], [0.2, 0.2, -1.7], [-0.3, -2.2, -0.5]], "spin_multiplicity": 1, "lumo_energy_ev": 0.32, "energy_ev": -12814.3081, "charge": 0, "orbital_gap_ev": 10.06}

***

{"formula": "H16N5", "method": "ωB97M-V with the def2-TZVPD basis set", "symbols": ["N", "H", "H", "H", "H", "N", "H", "H", "H", "N", "H", "H", "H", "N", "H", "H", "H", "N", "H", "H", "H"], "positions_angstrom": [[0.401, -0.055, -0.481], [0.377, -0.992, -0.955], [0.097, -0.128, 0.492], [1.410, 0.202, -0.401], [-0.260, 0.549, -0.952], [-1.800, -1.757, 2.726], [-1.317, -2.557, 3.080], [-2.706, -2.061, 2.392], [-1.930, -1.053, 3.422], [2.970, 1.643, -0.810], [3.313, 1.173, -1.633], [3.661, 1.496, -0.066], [2.968, 2.633, -0.974], [-0.614, -2.529, -1.257], [-0.224, -3.180, -1.918], [-1.589, -2.434, -1.636], [-0.641, -3.165, -0.440], [-0.992, 2.706, -0.147], [-1.060, 3.108, 0.828], [-1.760, 3.079, -0.697], [-0.219, 3.241, -0.521]], "atomic_forces_ev_per_a": [[1.4, -1.3, 0.7], [-0.8, -0.1, 0.6], [-0.4, -0.4, -0.1], [-0.8, 1.2, -0.7], [0.4, 1.0, 0.0], [-0.1, 0.1, -1.2], [0.2, -0.3, 0.5], [0.0, 0.0, 0.1], [0.0, 0.1, 0.5], [0.1, -0.8, 0.9], [0.3, 0.1, -0.2], [-0.2, 0.0, -0.4], [-0.1, 0.4, -0.3], [-1.0, -1.0, -0.1], [0.5, -0.1, -0.7], [1.0, 0.0, 0.9], [-0.5, 0.8, -0.2], [0.3, 0.8, 1.1], [-0.3, -0.7, -1.4], [-0.4, -0.1, 0.3], [0.5, -0.1, -0.1]], "spin_multiplicity": 1, "lumo_energy_ev": -2.66, "energy_ev": -7705.2534, "charge": 1, "orbital_gap_ev": 10.42}

***

> What is the formula in the first record?

C3H4N2O